Density functional theory data (wB97M-V/def2-TZVPD) for one molecule with the formula C17H22N4O3S at a distorted geometry.

Element x y z (Å)
C  8.6183  0.0000  -1.4280
C  7.1074  0.0600  -1.2493
H  6.8143  1.0602  -0.9223
H  6.6152  -0.1395  -2.2034
C  6.6264  -0.9645  -0.2163
C  5.1569  -0.9029  -0.0347
N  4.3495  -1.8598  -0.3168
N  3.0693  -1.5876  -0.0859
C  2.8811  -0.3998  0.3816
N  1.6578  0.1059  0.7041
C  1.4951  1.3710  1.1772
O  2.4228  2.1359  1.3379
C  0.0542  1.7301  1.4901
H  0.0631  2.7217  1.9435
H  -0.3333  1.0127  2.2168
C  -0.8497  1.7372  0.2492
C  -1.4252  0.3642  -0.0767
O  -0.9105  -0.6802  0.2924
N  -2.5308  0.3983  -0.8316
H  -2.9799  1.2728  -1.0554
C  -3.2682  -0.7931  -1.2046
C  -4.5419  -0.9241  -0.4094
C  -4.7504  -1.9945  0.4413
C  -5.9260  -2.1107  1.1654
C  -6.9017  -1.1415  1.0384
C  -6.7102  -0.0555  0.1992
C  -5.5320  0.0634  -0.5247
O  -5.2415  1.1063  -1.3659
C  -6.2336  2.0771  -1.6006
H  -6.4772  2.6322  -0.6890
H  -7.1443  1.6299  -2.0092
H  -5.8096  2.7610  -2.3347
H  -7.4848  0.6908  0.1210
H  -7.8232  -1.2203  1.5953
H  -6.0760  -2.9530  1.8225
H  -3.9810  -2.7460  0.5337
H  -2.6159  -1.6481  -1.0196
H  -3.5028  -0.7308  -2.2721
H  -0.2858  2.0843  -0.6210
H  -1.6746  2.4341  0.4086
H  0.8274  -0.4871  0.5699
S  4.3485  0.5372  0.5808
H  6.8857  -1.9744  -0.5382
H  7.1158  -0.7651  0.7407
H  8.9437  0.7338  -2.1615
H  9.1230  0.2081  -0.4871
H  8.9234  -0.9865  -1.7699

Force components x, y, z for each atom (eV/Å):
C -0.2 0.1 0.0
C 0.2 -0.2 0.1
H 0.0 0.0 -0.1
H -0.1 0.1 0.0
C 0.1 0.2 -0.2
C -0.2 0.7 0.4
N 1.3 -0.7 -0.4
N -1.7 0.2 0.2
C 1.2 0.5 0.0
N -0.4 -0.2 0.0
C -0.6 -0.2 0.1
O 0.1 0.3 0.1
C 0.0 0.1 -0.1
H 0.1 -0.1 0.0
H 0.0 0.0 0.0
C 0.1 -0.2 0.2
C -0.1 0.6 -0.2
O 0.0 -0.4 0.2
N -0.3 0.1 -0.3
H 0.2 0.0 0.1
C -0.1 -0.1 -0.1
C 0.1 0.1 -0.1
C 0.0 0.1 -0.1
C -0.1 -0.1 0.1
C 0.1 -0.1 0.1
C 0.0 0.3 -0.2
C 0.0 -0.2 0.2
O 0.3 -0.4 0.1
C -0.2 0.2 -0.1
H 0.0 0.0 0.0
H 0.0 0.0 0.0
H -0.1 0.0 0.1
H -0.1 0.1 0.0
H -0.1 0.0 0.0
H 0.0 -0.1 0.1
H 0.1 -0.1 0.0
H -0.1 0.1 -0.1
H 0.1 -0.1 0.1
H -0.1 0.0 0.0
H 0.0 0.0 -0.1
H 0.1 0.2 0.1
S 0.0 -0.9 -0.3
H 0.0 0.0 0.1
H 0.1 -0.1 0.0
H 0.1 0.0 -0.1
H 0.1 0.0 0.1
H 0.1 -0.1 0.0

## Properties
- ΔE to the lowest compared entry with this formula, charge and spin: 1.271 eV
- SMILES: CCCc1nnc(NC(=O)CCC(=O)NCc2ccccc2OC)s1
- HOMO level: -0.3132 hartree
- Maximum force: 1.71 eV Å⁻¹
- LUMO: 0.0130 Ha
- Frontier orbital gap: 8.88 eV


Density functional theory data (wB97M-V/def2-TZVPD) for one molecule with the formula C17H22N4O3S at a distorted geometry.

Element x y z (Å)
C  3.0095  3.8432  -1.6765
H  3.5998  4.6262  -2.1471
H  3.5419  2.8996  -1.7687
H  2.0645  3.7520  -2.2068
C  2.7627  4.1701  -0.2020
C  1.9745  3.0686  0.4449
C  0.5873  3.0927  0.4520
C  -0.1477  2.0503  0.9869
C  0.5067  0.9453  1.5159
C  1.8975  0.9235  1.5379
C  2.6179  1.9719  1.0057
H  3.6973  1.9354  1.0182
H  2.4149  0.0727  1.9573
N  -0.1734  -0.1722  2.0364
C  -1.3787  -0.6350  1.6425
O  -2.1629  0.0337  0.9825
C  -1.7620  -2.0390  2.1199
C  -0.5607  -2.9796  2.2518
C  0.2092  -2.9682  0.9163
N  -0.5898  -2.2638  -0.0651
S  0.2789  -1.8228  -1.4353
O  0.5280  -2.9585  -2.2750
O  1.4093  -1.0918  -0.9398
C  -0.8154  -0.7328  -2.2800
C  -1.0332  -0.5813  -3.6281
N  -1.8783  0.4519  -3.8388
C  -2.1666  0.9243  -2.6525
N  -1.5395  0.2514  -1.6679
H  -1.6713  0.3653  -0.6611
H  -2.8249  1.7499  -2.4720
H  -0.6316  -1.1623  -4.4321
C  -1.8931  -2.8617  -0.2371
C  -2.7046  -2.6254  1.0578
H  -3.1351  -3.5598  1.4162
H  -3.5127  -1.9186  0.8743
H  -1.7981  -3.9348  -0.4534
H  -2.3677  -2.3875  -1.0967
H  0.4211  -3.9921  0.5776
H  1.1576  -2.4328  0.9783
H  0.0864  -2.7115  3.0886
H  -0.9396  -3.9822  2.4564
H  -2.2904  -1.9491  3.0744
H  0.4294  -0.8087  2.5349
H  -1.2238  2.0995  0.9969
H  0.0672  3.9425  0.0337
H  3.7219  4.2880  0.3060
H  2.2175  5.1131  -0.1274

Force components x, y, z for each atom (eV/Å):
C 0.1 0.2 0.1
H 0.1 0.0 -0.1
H 0.0 -0.1 -0.1
H -0.1 0.0 -0.1
C 0.0 -0.1 -0.2
C 0.0 0.2 0.1
C 0.2 -0.1 0.0
C -0.2 0.0 0.1
C 0.1 0.4 -0.1
C -0.2 0.0 0.0
C -0.1 0.0 0.0
H 0.1 0.0 0.0
H 0.1 -0.1 0.0
N 0.2 -0.2 0.3
C -0.1 -0.1 0.5
O -0.3 0.2 0.0
C -0.2 -0.1 -0.1
C -0.1 0.2 -0.1
C 0.6 -0.2 0.1
N 0.4 0.4 -1.0
S -0.1 0.1 0.1
O -0.3 0.1 -0.1
O 0.0 0.1 0.1
C 0.3 -0.5 0.2
C 0.2 -0.4 0.3
N -0.1 0.2 -0.5
C 0.1 -0.1 0.2
N -0.1 0.2 0.1
H 0.0 0.0 0.0
H -0.2 0.2 0.2
H 0.1 -0.2 -0.1
C -0.5 -0.3 -0.3
C 0.0 0.2 0.0
H 0.0 0.0 0.0
H 0.0 -0.1 0.0
H 0.0 0.1 0.0
H -0.1 -0.1 0.1
H 0.0 0.1 0.1
H 0.0 -0.1 0.2
H 0.0 -0.1 0.0
H 0.0 0.0 0.1
H 0.0 0.1 -0.1
H -0.2 0.0 -0.1
H 0.0 0.0 0.0
H -0.1 0.1 0.0
H 0.0 0.1 0.0
H 0.1 0.0 0.1

## Properties
- ΔE to the lowest compared entry with this formula, charge and spin: 1.555 eV
- SMILES: CCc1ccc(NC(=O)C2CCN(S(=O)(=O)c3cnc[nH]3)CC2)cc1
- HOMO level: -0.3143 hartree
- Maximum force: 1.17 eV Å⁻¹
- LUMO: 0.0184 Ha
- Frontier orbital gap: 9.05 eV


Density functional theory data (wB97M-V/def2-TZVPD) for C17H22N5O2Pt as an isolated structure at a distorted geometry.

Element x y z (Å)
Pt  -0.1840  -0.5851  -0.0532
O  3.0842  0.0169  4.2506
C  3.9362  -0.0386  3.2227
C  5.2978  0.0498  3.5246
C  6.2433  0.0192  2.5241
C  5.8578  -0.1109  1.1889
C  4.5232  -0.2159  0.8763
C  3.5377  -0.1762  1.8727
C  2.1384  -0.2840  1.4646
O  1.8813  -0.5084  0.2249
N  1.1951  -0.1718  2.4246
N  -0.0337  -0.1543  1.9315
C  -1.1512  -0.3568  2.5536
C  -2.3418  -0.3695  1.7175
C  -3.6240  -0.1840  2.2251
C  -4.7094  -0.1688  1.3716
C  -4.5028  -0.3425  0.0085
C  -3.2137  -0.5417  -0.4430
N  -2.1578  -0.5637  0.3740
H  2.1693  -0.0338  3.9051
H  5.5752  0.1476  4.5656
H  7.2928  0.0953  2.7767
H  6.6033  -0.1358  0.4061
H  4.2079  -0.3345  -0.1511
H  -1.1899  -0.5152  3.6256
H  -3.7435  -0.0359  3.2900
H  -5.7089  -0.0183  1.7560
H  -5.3268  -0.3429  -0.6895
H  -3.0078  -0.7254  -1.4882
C  1.6193  5.0550  0.1467
C  0.1133  4.8697  -0.0833
C  -0.4235  5.9425  -1.0255
C  -0.6537  4.8763  1.2407
N  -0.1209  3.5727  -0.7645
N  0.3121  2.4545  -0.1959
H  1.7954  6.0100  0.6382
H  2.1598  5.0519  -0.8014
H  2.0195  4.2590  0.7745
H  -0.2679  6.9253  -0.5863
H  -1.4927  5.8135  -1.1995
H  0.0974  5.9212  -1.9855
H  -0.6186  5.8736  1.6734
H  -0.2174  4.1884  1.9683
H  -1.6993  4.6122  1.0763
H  0.0695  3.5833  -1.7663
H  0.0592  1.5678  -0.6985
H  0.0808  2.4157  0.7954

Force components x, y, z for each atom (eV/Å):
Pt 0.4 -0.3 -0.6
O -0.1 0.0 0.2
C 0.1 0.0 -0.3
C 0.0 0.0 0.1
C -0.1 0.0 0.0
C 0.0 0.0 -0.1
C 0.1 0.0 0.0
C 0.0 0.0 0.2
C -0.1 -0.1 -0.2
O -0.3 0.2 0.0
N 0.4 0.3 0.7
N -0.8 -0.5 -0.1
C 1.0 0.3 0.3
C -0.7 -0.1 -0.6
C 0.4 -0.1 0.2
C -0.1 0.0 -0.3
C -0.1 0.0 0.3
C 0.1 -0.2 -0.1
N -0.3 0.3 0.3
H 0.0 -0.1 -0.1
H 0.0 0.0 0.0
H 0.0 0.0 0.0
H 0.0 0.0 0.0
H 0.0 0.0 0.0
H -0.1 0.0 0.0
H 0.0 0.0 0.0
H 0.0 0.0 0.0
H 0.0 0.0 0.0
H 0.0 0.1 0.0
C -0.1 -0.2 -0.1
C -0.1 0.5 0.3
C -0.1 -0.1 0.0
C 0.0 -0.2 -0.2
N 1.0 -0.1 -0.3
N -1.1 0.2 -0.2
H 0.0 0.0 0.0
H 0.0 0.0 0.0
H 0.0 0.0 0.0
H 0.0 0.0 0.0
H 0.0 0.0 0.0
H 0.0 0.0 0.0
H 0.1 0.0 0.0
H 0.0 0.0 0.0
H 0.0 0.0 0.0
H -0.3 0.0 0.0
H 0.4 0.0 0.4
H 0.3 -0.2 0.0

## Properties
- Charge: +1
- Multiplicity: 3
- HOMO level (spin up / spin down): -0.3719 / -0.3871 hartree
- Maximum force: 1.12 eV Å⁻¹
- LUMO (spin up / spin down): -0.1396 / -0.1950 Ha
- Frontier orbital gap (spin up / spin down): 6.32 / 5.23 eV


Density functional theory data (wB97M-V/def2-TZVPD) for an isolated ion of composition C17H22NO2 and charge +1 at a distorted geometry.

Element x y z (Å)
O  -0.4468  0.9018  -2.4282
H  -1.2380  0.6282  -2.9065
C  0.1177  -0.2209  -1.7677
C  -0.4412  -0.2449  -0.4107
C  -0.9099  -0.1142  0.6870
C  -1.4282  0.0826  2.0252
H  -1.0248  -0.6664  2.7122
H  -2.5199  0.0113  2.0223
N  -1.0360  1.4405  2.5117
H  -1.3322  2.1127  1.7909
C  -1.6874  1.8138  3.7889
H  -2.7718  1.7598  3.6828
H  -1.3625  1.1087  4.5574
C  -1.2575  3.2349  4.1759
O  0.1374  3.3216  4.2853
C  0.7749  3.0043  3.0754
H  1.8461  3.0987  3.2572
C  0.4365  1.5732  2.6475
H  0.9065  1.3228  1.6947
H  0.7723  0.8715  3.4143
H  0.4846  3.7135  2.2847
H  -1.6616  3.4947  5.1552
H  -1.6348  3.9553  3.4331
C  -0.1565  -1.5266  -2.4887
C  -0.3533  -2.7100  -1.7896
C  -0.5778  -3.8912  -2.4752
C  -0.6085  -3.8990  -3.8593
C  -0.4117  -2.7209  -4.5595
C  -0.1849  -1.5383  -3.8784
H  -0.0136  -0.6224  -4.4261
H  -0.4291  -2.7208  -5.6384
H  -0.7836  -4.8214  -4.3908
H  -0.7292  -4.8072  -1.9250
H  -0.3358  -2.7077  -0.7087
C  1.6168  0.0663  -1.6199
C  2.6527  -0.6078  -2.4660
C  2.5423  -0.9425  -1.0117
H  3.3098  -0.5955  -0.3368
H  2.1367  -1.9085  -0.7514
H  3.4880  -0.0116  -2.7979
H  2.3368  -1.3507  -3.1809
H  1.7774  1.1119  -1.3846

Force components x, y, z for each atom (eV/Å):
O 0.1 0.1 -0.2
H 0.0 -0.1 0.1
C 0.4 -0.2 -0.1
C -0.4 0.3 0.6
C 0.2 -0.2 -0.2
C -0.2 -0.5 -0.3
H -0.1 0.2 0.1
H 0.1 0.1 0.2
N -0.1 0.1 -0.2
H 0.0 -0.2 0.1
C -0.2 0.5 0.8
H 0.1 -0.1 -0.1
H 0.0 0.0 -0.2
C -0.1 -0.2 0.0
O 0.1 0.1 0.1
C 0.0 -0.2 -0.1
H -0.1 -0.1 -0.2
C 0.9 0.5 0.1
H -0.1 0.0 0.0
H -0.2 0.0 -0.1
H 0.0 0.0 0.0
H -0.1 -0.1 -0.2
H 0.0 0.0 0.1
C -0.1 0.0 0.0
C 0.0 0.1 -0.1
C 0.0 -0.1 0.0
C 0.0 -0.1 0.0
C 0.0 0.0 0.0
C 0.0 0.1 0.0
H 0.0 0.1 0.0
H 0.0 0.0 -0.1
H 0.0 -0.1 0.0
H 0.0 -0.1 0.0
H 0.0 0.0 0.1
C -0.2 0.1 -0.2
C 0.1 0.1 -0.1
C 0.0 0.0 0.1
H 0.0 0.1 0.0
H -0.1 -0.1 0.0
H 0.1 0.1 0.0
H -0.1 -0.1 0.0
H 0.1 0.0 0.0

## Properties
- Charge: +1
- ΔE to the lowest compared entry with this formula, charge and spin: 3.690 eV
- SMILES: O[C@@](C#CC[NH+]1CCOCC1)(c1ccccc1)C1CC1
- HOMO level: -0.4347 hartree
- Maximum force: 1.04 eV Å⁻¹
- LUMO: -0.0964 Ha
- Frontier orbital gap: 9.21 eV


Density functional theory data (wB97M-V/def2-TZVPD) for an isolated ion of composition C17H22NO3S and charge +1 at a distorted geometry.

Element x y z (Å)
O  1.3500  3.9000  0.3529
O  4.1905  0.6380  -1.8791
O  3.7079  3.3980  -0.8092
S  -5.8488  -3.9871  1.6276
C  -3.6799  -3.4923  -0.0385
C  -3.8489  -1.9710  1.9677
C  0.8138  1.4686  0.5448
C  2.2108  0.0036  -0.7551
C  -2.6493  -2.7152  -0.5218
C  -2.8652  -1.1623  1.4317
C  1.6875  2.5692  0.2903
C  3.1478  0.9727  -1.0034
C  2.9043  2.3180  -0.4558
C  -4.3469  -3.1344  1.2330
C  1.0213  0.1708  0.0094
C  -2.2763  -1.4897  0.1501
C  0.4459  4.2734  -0.5931
C  4.2358  1.3241  -3.1156
C  4.8873  3.5384  -0.0736
C  -5.1322  -5.1062  2.8026
C  0.0478  -1.0053  0.1911
N  -1.2634  -0.6097  -0.3355
H  -3.9880  -4.2993  -0.6616
H  -4.4550  -1.6024  2.7427
H  -0.1025  1.5686  1.0980
H  2.4017  -1.0309  -1.0901
H  -2.2143  -2.9639  -1.4477
H  -2.5682  -0.2835  1.9386
H  0.8100  3.7972  -1.5627
H  0.5162  5.3848  -0.5092
H  -0.4800  3.8374  -0.2807
H  4.8162  0.7611  -3.7948
H  3.3171  1.4662  -3.6010
H  4.7238  2.2917  -2.9204
H  4.6200  3.6896  0.9281
H  5.5294  4.3170  -0.5186
H  5.3778  2.5732  0.0365
H  -4.9333  -4.5084  3.6845
H  -4.1388  -5.5112  2.4713
H  -5.7752  -5.9226  2.9024
H  0.1448  -1.3748  1.2121
H  0.3984  -1.7975  -0.3719
H  -1.4908  0.3547  0.0437
H  -1.2490  -0.6487  -1.3199

Force components x, y, z for each atom (eV/Å):
O 2.3 -1.9 3.4
O -1.3 -0.2 1.7
O -2.0 -1.2 -0.9
S 0.2 0.5 -0.6
C -0.6 1.5 2.9
C -1.0 -2.1 -2.8
C 0.1 -0.6 -0.6
C -1.3 -2.0 0.8
C 0.2 2.8 1.7
C 0.7 -1.6 -2.7
C 1.0 -1.0 -2.1
C 0.3 2.2 -0.3
C 0.0 -0.8 -0.5
C 1.9 1.3 -2.0
C 1.9 1.6 -0.3
C -3.1 -2.7 2.3
C 0.4 0.6 -1.7
C 1.4 1.5 1.0
C 1.0 -0.9 0.0
C 2.5 0.6 -0.1
C 2.8 2.4 0.7
N -0.6 0.9 2.8
H -0.5 -0.6 0.1
H -0.4 0.2 1.3
H -0.3 0.8 0.4
H 0.1 0.7 -0.3
H 0.6 -0.2 -1.1
H 0.3 0.9 0.5
H -0.9 1.2 0.6
H -0.8 -0.9 -0.9
H -1.3 0.3 -0.4
H 0.9 -0.8 -0.4
H -1.7 0.2 -0.2
H -0.3 -0.2 -0.5
H -0.3 1.2 1.6
H -0.5 -0.5 0.3
H 0.6 -0.2 -0.7
H -0.2 -0.5 0.5
H -0.9 0.4 0.0
H -1.1 -1.1 0.7
H -1.3 0.4 0.2
H 0.6 -1.7 -1.4
H 0.4 -1.1 -1.1
H 0.2 0.6 -1.7

## Properties
- Charge: +1
- ΔE to the lowest compared entry with this formula, charge and spin: 1.855 eV
- SMILES: COc1cc(C[NH2+]c2ccc(SC)cc2)cc(OC)c1OC
- HOMO level: -0.4268 hartree
- Maximum force: 4.73 eV Å⁻¹
- LUMO: -0.1161 Ha
- Frontier orbital gap: 8.45 eV